# 1
77
Properties=species:S:1:pos:R:3:forces:R:3 method="wB97M-V/def2-TZVPD" charge=+2 spin_multiplicity=2 s_squared=0.767 gap_ev="6.02 / 4.71"
C 1.786 -4.304 0.846 -0.5 -0.2 0.2
C 1.318 -3.876 -0.578 0.4 -0.3 0.0
C 2.497 -3.387 -1.487 -0.4 0.7 1.5
C 2.778 -1.904 -1.058 -1.3 -0.6 -1.0
C 1.868 -0.881 -1.787 0.6 -0.2 0.1
C 2.272 0.610 -1.536 -1.5 -0.1 -0.1
C 1.511 1.117 -0.291 0.5 0.5 0.1
C 0.222 1.692 -0.451 -0.6 0.1 1.0
C -0.488 1.904 -1.796 0.7 -0.3 -0.3
C -0.685 0.637 -2.637 0.1 0.0 -0.7
C -0.128 0.621 -3.926 0.0 0.3 -0.1
C -0.271 -0.455 -4.802 -0.3 -0.2 0.3
C -0.995 -1.584 -4.388 0.4 0.6 0.0
C -1.552 -1.590 -3.102 -0.4 -0.7 0.6
C -2.365 -2.800 -2.601 -0.3 1.1 -0.4
C -1.407 -0.493 -2.234 0.2 0.3 -0.4
C -0.458 2.114 0.734 -0.4 0.3 -0.2
C -1.881 2.729 0.722 0.8 -1.0 0.0
C -2.919 1.625 0.787 -0.3 0.2 -0.2
C -4.259 1.886 0.302 0.3 0.1 0.0
C -5.219 0.920 0.333 -0.4 -0.5 0.2
C -4.924 -0.388 0.842 0.4 -0.7 0.3
C -5.932 -1.505 0.911 -0.1 0.7 -0.7
C -3.585 -0.662 1.324 -0.3 0.3 -0.1
C -2.627 0.311 1.314 -0.1 0.1 0.0
C 0.148 1.988 1.969 1.0 -0.4 1.3
C 1.436 1.433 2.136 -0.7 -0.3 -1.1
C 2.116 0.995 0.994 0.4 -0.5 0.3
B 3.585 0.394 1.239 0.6 -0.1 -0.3
O 3.832 -0.643 2.107 -0.5 1.0 -0.2
O 4.676 0.976 0.559 -1.0 0.0 -0.3
C 1.836 1.443 3.625 -1.1 -0.2 -1.3
O 2.732 0.889 4.192 -0.5 0.9 -0.3
N 0.812 2.266 4.207 0.4 0.8 0.6
C 1.375 3.547 4.715 -0.1 0.4 1.2
C 2.528 4.092 3.847 1.4 0.6 -0.3
O 3.670 4.091 4.217 -1.0 -0.4 0.1
O 2.242 4.640 2.588 -1.1 -1.1 0.7
C -0.332 2.386 3.378 0.4 -0.3 -1.4
O -1.445 2.696 3.714 0.7 0.2 0.0
H 2.856 -4.555 0.920 -0.4 0.1 -0.2
H 1.217 -5.208 1.126 0.4 0.4 0.0
H 1.553 -3.559 1.630 0.2 -0.2 -0.4
H 0.552 -3.087 -0.451 0.2 -0.3 -0.4
H 0.848 -4.750 -1.054 0.1 0.4 0.1
H 2.265 -3.473 -2.560 0.2 0.0 0.3
H 3.367 -3.985 -1.170 -0.3 0.1 -0.7
H 2.544 -1.877 0.023 1.0 0.4 -0.3
H 3.860 -1.662 -1.270 0.4 -0.1 0.5
H 0.847 -1.045 -1.412 0.4 0.1 -0.3
H 1.825 -1.104 -2.878 0.1 0.1 0.4
H 1.922 1.216 -2.391 0.3 -0.3 0.3
H 3.372 0.765 -1.451 -0.3 0.0 0.2
H 0.144 2.601 -2.382 -0.4 -0.3 0.2
H -1.465 2.401 -1.711 0.4 -0.2 0.3
H 0.413 1.509 -4.276 -0.2 -0.3 0.1
H 0.163 -0.396 -5.807 -0.2 -0.1 0.4
H -1.120 -2.418 -5.085 -0.1 0.2 0.4
H -2.814 -2.523 -1.630 0.4 -0.5 -0.2
H -3.223 -2.918 -3.289 0.5 -0.4 0.2
H -1.768 -3.720 -2.543 -0.3 0.3 0.0
H -1.861 -0.536 -1.237 0.2 0.0 -0.3
H -1.985 3.358 1.628 -0.2 -0.3 -0.3
H -2.003 3.382 -0.155 -0.3 -0.2 0.4
H -4.511 2.873 -0.101 0.3 -0.3 0.2
H -6.243 1.115 -0.006 0.5 0.0 0.1
H -5.552 -2.410 0.403 0.1 0.3 0.3
H -6.146 -1.766 1.963 0.1 0.1 -0.3
H -6.852 -1.207 0.386 0.2 -0.2 0.4
H -3.338 -1.658 1.708 -0.2 0.4 -0.1
H -1.646 0.046 1.714 -0.2 0.4 -0.2
H 4.470 -0.300 2.758 0.1 -0.7 -0.1
H 5.045 0.363 -0.083 0.6 0.0 0.6
H 0.581 4.305 4.832 0.2 -0.4 -0.3
H 1.791 3.382 5.721 0.0 0.0 -0.5
H 2.628 4.039 1.931 0.3 0.4 0.0
Cu 4.495 -0.728 -2.727 -0.5 0.0 0.2

---

# 2
55
Properties=species:S:1:pos:R:3:forces:R:3 method="wB97M-V/def2-TZVPD" charge=-1 spin_multiplicity=2 s_squared=0.755 gap_ev="3.07 / 7.17"
C 0.954 3.945 1.073 1.9 1.7 1.7
C 1.426 5.353 1.642 -0.4 -3.0 -0.2
O 0.647 6.156 0.850 0.3 3.0 1.5
C 0.502 5.604 -0.334 -4.5 1.8 -4.3
O -0.127 6.098 -1.292 2.7 -0.9 3.0
O 0.851 4.372 -0.276 0.4 -3.8 -0.7
F 2.761 5.558 1.337 -0.6 0.1 0.6
H 0.042 3.624 1.576 -0.4 0.4 -0.7
H 1.671 3.148 1.275 0.2 0.2 -0.8
H 1.193 5.439 2.704 0.4 0.7 -0.1
C 0.732 -1.351 -0.888 -0.9 0.2 0.5
C 0.271 -2.014 0.413 -0.8 1.6 -2.5
O 0.110 -0.996 1.372 -0.9 1.9 -1.0
C -0.027 0.233 0.684 1.5 -0.7 0.3
O -0.272 1.300 1.248 0.4 -3.0 -2.0
O 0.341 0.005 -0.639 -1.2 1.9 1.3
F 1.261 -2.761 0.732 2.6 -3.1 2.2
H 0.305 -1.854 -1.755 -0.7 0.9 -0.1
H 1.800 -1.425 -1.093 0.1 0.3 0.7
H -0.638 -2.593 0.249 -0.2 0.0 0.5
C 4.421 -3.883 -2.221 0.4 -0.2 -1.3
C 5.095 -3.525 -0.946 0.1 0.3 0.7
O 4.967 -4.659 -0.160 0.9 0.0 0.8
C 3.931 -5.365 -0.584 -1.8 -3.6 -0.5
O 3.480 -6.358 -0.022 0.9 2.7 -1.2
O 3.551 -4.945 -1.835 -0.1 0.1 1.2
F 4.328 -2.585 -0.324 -0.1 1.0 0.3
H 5.101 -4.279 -2.975 0.2 0.0 0.1
H 3.938 -3.019 -2.678 -0.6 -0.2 0.2
H 6.134 -3.197 -0.925 -0.1 0.0 -0.3
C 0.742 -1.803 -5.271 1.0 0.9 -0.4
Br 0.902 -3.183 -3.768 -0.3 -1.2 0.6
Br 2.370 -1.915 -6.489 0.1 -0.2 -0.5
Br 0.648 0.107 -4.532 -0.3 0.4 0.0
H -0.124 -1.981 -5.907 -0.3 -0.1 0.0
C -2.884 0.868 -1.509 -1.2 0.4 -0.2
Br -2.601 -0.394 -3.018 -0.2 1.1 1.5
Br -3.853 0.020 0.022 0.8 0.2 -1.0
Br -3.889 2.513 -2.032 0.2 -1.0 -0.1
H -1.999 1.369 -1.118 0.3 -0.9 -0.2
C -1.309 1.213 4.455 -0.8 -1.0 0.7
Br -0.277 0.716 6.065 -0.2 0.3 -0.8
Br -2.761 2.434 5.042 0.8 -0.7 -0.5
Br -2.033 -0.481 3.640 0.3 1.5 0.7
H -0.666 1.701 3.723 -0.2 -0.1 0.2
C -4.556 -4.352 1.584 0.2 0.8 0.5
Br -2.703 -3.634 1.736 -1.1 -0.4 -0.3
Br -5.553 -3.617 0.041 0.7 -0.5 1.1
Br -5.445 -3.992 3.343 0.3 -0.3 -1.3
H -4.472 -5.433 1.470 -0.1 0.4 0.0
C -3.606 4.855 1.335 0.0 -0.5 -0.3
Br -5.493 4.563 1.834 0.9 0.1 -0.4
Br -3.411 5.820 -0.407 -0.1 -0.8 1.5
Br -2.597 3.115 1.425 -0.8 1.5 -0.4
H -3.179 5.466 2.130 -0.1 0.0 -0.4

---

# 3
22
Properties=species:S:1:pos:R:3:forces:R:3 method="wB97M-V/def2-TZVPD" charge=+1 gap_ev=8.90
C 0.420 1.860 0.749 -2.4 -0.9 -1.9
C 1.717 1.356 0.372 1.7 2.8 1.7
C -0.727 1.256 0.349 2.2 -2.4 1.6
C 2.014 0.115 0.129 -1.8 -3.3 -0.7
C 0.463 -1.114 0.332 2.1 1.2 -2.1
C -0.704 -0.197 -0.239 1.0 1.7 -0.9
C -2.097 -0.824 -0.335 1.1 0.4 -2.1
N 0.305 -1.468 1.621 -1.0 2.0 0.7
N -0.198 0.196 -1.662 0.8 -0.7 -1.2
Cl 3.566 -0.478 -0.332 -0.6 0.1 0.3
H 0.363 2.861 1.089 0.0 0.7 0.6
H 2.492 2.152 0.537 -0.3 -1.0 -0.6
H -1.709 1.503 0.577 -1.4 1.3 0.5
H 0.811 -2.049 -0.274 -1.0 1.9 0.6
H -2.356 -0.904 -1.450 0.0 -0.1 1.7
H -2.784 -0.163 0.143 -0.8 0.1 0.3
H -2.066 -1.788 0.112 -0.4 -0.8 0.4
H 0.535 -2.403 1.809 0.3 -0.7 1.3
H 0.087 -0.694 2.295 0.5 -1.8 -0.6
H 0.808 -0.180 -1.492 -1.3 1.4 -1.4
H -0.252 1.254 -1.875 0.5 -2.1 0.7
H -0.691 -0.292 -2.455 0.8 0.3 1.1